[1]
A 2-piece molecular cluster, C4H10O4 overall in a non-equilibrium geometry. Source: the OMol25 dataset; level of theory: wB97M-V/def2-TZVPD.

```
! RIJCOSX wB97M-V def2-TZVPD def2/J DEFGRID3
* xyz 0 1
C 1.4881 -1.6842 -0.6173
C 1.0542 -0.2210 -0.2844
O 0.1335 0.2164 -1.2531
C 0.5079 -0.2425 1.1097
C 0.3064 1.1364 1.6928
O 0.5300 2.1840 1.1634
O 0.0016 1.0664 3.0200
H 1.2987 -1.8565 -1.6781
H 0.9383 -2.4289 -0.0475
H 2.5336 -1.9655 -0.4511
H 1.9131 0.4402 -0.3753
H -0.7304 -0.1299 -1.1285
H -0.4393 -0.7837 1.1789
H 1.2132 -0.6732 1.8248
H -0.2499 1.9418 3.3790
O -3.1983 0.9114 -2.3059
H -3.5685 1.7872 -2.3964
H -3.7322 0.3017 -2.8309
*
```

Summary:
SMILES = C[C@@H](O)CC(=O)O.O
orbital gap = 10.73 eV
energy above the lowest of the compared OMol25 structures with the same formula, charge and spin = 9.2 kcal/mol
E_LUMO = 0.67 eV

***

[2]
A 2-piece molecular cluster, C3H2Cl4S overall in a non-equilibrium geometry. Source: the OMol25 dataset; level of theory: wB97M-V/def2-TZVPD.

```
! RIJCOSX wB97M-V def2-TZVPD def2/J DEFGRID3
* xyz 0 1
Cl 1.9997 -2.0114 -0.9928
C 2.5931 -0.4254 -0.6782
Cl 2.6348 0.5800 -2.0695
C 2.9099 0.0486 0.5273
Cl 3.3343 1.7272 0.7878
Cl 2.6202 -0.8252 1.9881
C -0.1772 0.4344 -0.0684
S -0.0470 2.0149 -0.2810
H -0.4401 -0.3399 -0.7591
H -0.1564 0.0512 0.8872
*
```

Summary:
SMILES = ClC(Cl)=C(Cl)Cl.C=S
orbital gap = 8.47 eV
energy above the lowest of the compared OMol25 structures with the same formula, charge and spin = 24.5 kcal/mol
E_LUMO = -0.39 eV

***

[3]
A single C9H16Si molecule in a non-equilibrium geometry. Source: the OMol25 dataset; level of theory: wB97M-V/def2-TZVPD.

```
! RIJCOSX wB97M-V def2-TZVPD def2/J DEFGRID3
* xyz 0 1
C 0.8710 -2.7301 0.2181
C 0.2861 -1.8112 0.9695
Si 0.1166 0.0329 0.5933
C 0.1393 0.9827 2.2451
C -1.9939 0.2542 -0.2465
C -2.8561 1.0741 0.3159
C -2.2493 -0.5747 -1.4568
C 1.3903 0.7449 -0.6204
C 1.0646 1.7057 -1.4754
C 2.7971 0.2223 -0.5398
H 0.9118 -3.7709 0.5032
H 1.3427 -2.4879 -0.7204
H -0.1743 -2.1348 1.8971
H -0.1692 2.0137 2.1134
H -0.5406 0.5214 2.9519
H 1.1307 0.9908 2.6916
H -2.6086 1.6626 1.1820
H -3.8615 1.1951 -0.0673
H -3.2982 -0.5390 -1.7535
H -1.9661 -1.6100 -1.2704
H -1.6381 -0.2138 -2.2831
H 0.0568 2.0825 -1.5429
H 1.7844 2.1570 -2.1430
H 3.5041 0.9138 -0.9946
H 2.8711 -0.7313 -1.0625
H 3.0892 0.0499 0.4954
*
```

Summary:
SMILES = C=C[Si](C)(C(=C)C)C(=C)C
orbital gap = 9.90 eV
energy above the lowest of the compared OMol25 structures with the same formula, charge and spin = 16.2 kcal/mol
E_LUMO = 0.94 eV

***

[4]
A single C5H8 molecule in a non-equilibrium geometry. Source: the OMol25 dataset; level of theory: wB97M-V/def2-TZVPD.

```
! RIJCOSX wB97M-V def2-TZVPD def2/J DEFGRID3
* xyz 0 1
C -1.8216 -0.5293 0.2137
C -0.6080 -1.0575 -0.0545
C 0.5449 -0.2291 -0.1275
C 1.8127 -0.6008 -0.2373
C 0.1551 1.4152 0.0487
H -2.6328 -1.1497 0.5685
H -2.1153 0.4560 -0.1008
H -0.4434 -2.1277 0.0279
H 2.5864 0.0857 -0.5474
H 2.1323 -1.6008 0.0195
H -0.5327 1.7345 0.8271
H -0.1798 1.7223 -0.9392
H 1.1025 1.8810 0.3013
*
```

Summary:
SMILES = C=CC(=C)C
orbital gap = 9.30 eV
energy above the lowest of the compared OMol25 structures with the same formula, charge and spin = 39.5 kcal/mol
E_LUMO = 0.75 eV

***

[5]
A single C5H10N2S molecule in a non-equilibrium geometry. Source: the OMol25 dataset; level of theory: wB97M-V/def2-TZVPD.

```
! RIJCOSX wB97M-V def2-TZVPD def2/J DEFGRID3
* xyz 0 1
H -0.4737 -1.1833 -3.4846
N -0.7703 -1.7030 -2.5196
C -0.4897 -1.0074 -1.4849
N -0.1938 0.2489 -1.5961
C -0.7871 -1.3324 -0.1029
C -0.5478 -0.6181 1.0056
C 0.2562 0.6409 1.4522
C 1.7705 0.6835 0.9369
S -0.7050 2.0894 1.1892
H 0.0654 0.4480 -2.5492
H -0.5276 0.9744 -0.8858
H -1.5135 -2.0492 -0.0821
H -0.9249 -1.1470 1.8288
H 0.4138 0.3466 2.4437
H 2.3232 -0.2928 0.9733
H 2.2487 1.5001 1.4602
H 1.7644 1.1091 -0.0680
H -1.9088 1.2923 1.4837
*
```

Summary:
SMILES = [H]/N=C(N)/C=C\[C@@H](C)S
orbital gap = 9.08 eV
energy above the lowest of the compared OMol25 structures with the same formula, charge and spin = 68.6 kcal/mol
E_LUMO = 0.44 eV

***

[6]
A 2-piece molecular cluster, C5H8P2 overall in a non-equilibrium geometry. Source: the OMol25 dataset; level of theory: wB97M-V/def2-TZVPD.

```
! RIJCOSX wB97M-V def2-TZVPD def2/J DEFGRID3
* xyz 0 1
C -2.3207 -0.6509 0.2170
C -2.2842 0.4640 -0.6456
C -1.0618 -0.8132 0.7485
C -1.0995 1.0335 -0.6897
C -0.2126 0.2047 0.2167
P 3.0421 0.0504 0.2670
P 1.1139 -0.6351 -0.7353
H -3.0456 -1.3327 0.6011
H -3.0536 0.9277 -1.2004
H -0.5906 -1.4842 1.3758
H -0.9007 1.8934 -1.2871
H 0.3039 1.0520 1.2692
H 2.5712 1.4768 0.2513
H 2.4471 -0.2424 1.5414
H 1.1956 -1.9777 -0.1026
*
```

Summary:
orbital gap = 8.75 eV
energy above the lowest of the compared OMol25 structures with the same formula, charge and spin = 44.7 kcal/mol
E_LUMO = 0.24 eV

***

[7]
A 2-piece molecular cluster, C6H10NO overall in a non-equilibrium geometry. Source: the OMol25 dataset; level of theory: wB97M-V/def2-TZVPD.

```
! RIJCOSX wB97M-V def2-TZVPD def2/J DEFGRID3
* xyz 1 1
C -0.1070 0.7963 1.0749
C -0.2864 1.8069 1.8654
C -0.6143 1.4043 -1.6659
C -0.6676 0.3765 -2.6723
C 1.0281 -1.6674 1.5686
C 0.2899 -1.3082 0.2316
N -0.1302 -0.0127 0.1583
O -0.7231 2.3636 -1.1130
H 0.4851 2.6003 1.7880
H -1.1467 1.9921 2.6403
H 0.3678 -0.1638 -2.8501
H -0.8956 0.7297 -3.6808
H -1.3554 -0.4879 -2.4722
H 1.9388 -1.0763 1.6719
H 0.3058 -1.1792 2.3363
H 1.3206 -2.6662 1.6574
H -0.7059 -1.9502 0.0526
H 0.8963 -1.5578 -0.5908
*
```

Summary:
orbital gap = 8.79 eV
energy above the lowest of the compared OMol25 structures with the same formula, charge and spin = 70.1 kcal/mol
E_LUMO = -4.55 eV